[1]
This record from OMol25 describes a cluster of 2 separate species, C2H9N2PS in total at a distorted geometry. The level of theory is ωB97M-V/def2-TZVPD.

As for the charge: 0. For the LUMO energy (spin up / spin down), the calculation gives 0.0062 / -0.0311 hartree. As for the total energy: -25321.5393 eV. The value obtained for the highest occupied orbital energy (spin up / spin down) is -7.781 / -8.070 eV. For the maximum force, the calculation gives 3.6 eV Å⁻¹.

CARTESIAN COORDINATES (ANGSTROEM)
H -2.2152 -0.6841 -1.4389
H -0.7184 -2.0421 -1.6908
N -0.9542 -1.9701 -0.6736
N -2.1548 -1.4423 -0.7136
H 2.3861 1.6904 0.1835
H 2.5303 0.2215 -0.7316
P 0.2246 0.3100 -0.0923
C 1.8788 0.9927 -0.6003
H -2.3526 -0.9188 0.1467
S -1.0877 1.6263 -0.8061
H 0.1711 1.1353 2.0058
H 1.1442 -0.3930 2.0210
H 1.6709 1.5854 -1.5347
C 0.2187 0.1579 1.7352
H -0.7416 -0.2692 2.1896



[2]
This record from OMol25 describes a cluster of 2 separate species, C2H9N2S in total at a distorted geometry. The level of theory is ωB97M-V/def2-TZVPD.

As for the charge: -1. For the LUMO energy, the calculation gives 0.1562 hartree. As for the total energy: -16035.3201 eV. The value obtained for the highest occupied orbital energy is -2.214 eV. For the maximum force, the calculation gives 4.7 eV Å⁻¹.

CARTESIAN COORDINATES (ANGSTROEM)
H -2.5210 -2.3226 -0.3012
H -3.0379 -0.7896 0.2643
H 1.5448 0.0237 1.4732
H 2.2801 1.3827 0.8229
H 2.2596 0.8521 -1.3028
H -0.0262 1.6262 -0.5528
H -1.4294 -1.5225 0.8661
N 0.2052 1.3763 0.3905
C 1.4170 0.6603 0.6061
S -1.4475 -0.5391 -1.4349
N 2.0590 0.1402 -0.6153
H -0.6074 0.9821 0.8276
H 1.4276 -0.5097 -1.0874
C -2.1241 -1.3601 0.0436



[3]
This record from OMol25 describes a cluster of 2 separate species, C2H9N2S in total at a distorted geometry. The level of theory is ωB97M-V/def2-TZVPD.

As for the charge: +1. For the LUMO energy, the calculation gives -0.1608 hartree. As for the total energy: -16026.7937 eV. The value obtained for the highest occupied orbital energy is -13.899 eV. For the maximum force, the calculation gives 4.4 eV Å⁻¹.

CARTESIAN COORDINATES (ANGSTROEM)
S 1.7564 0.3577 0.8410
N 0.6972 1.6507 0.5484
H -1.4169 -1.3536 0.8154
H -0.8439 1.0843 -0.9575
H 1.6749 0.3709 2.2312
H -0.4047 -2.7394 0.7421
C 0.0762 -1.0007 -0.3817
N -0.6200 -1.8196 0.3593
H -1.6216 -0.4480 -1.3029
H 1.2412 2.4975 0.7160
C -0.5603 0.0449 -1.1900
H -0.1864 0.0451 -2.2529
H -0.1663 1.6905 1.0576
H 1.0416 -1.4873 -0.6985



[4]
This record from OMol25 describes a cluster of 2 separate species, C2H9N2S2 in total at a distorted geometry. The level of theory is ωB97M-V/def2-TZVPD.

As for the charge: +1. For the LUMO energy, the calculation gives -0.1762 hartree. As for the total energy: -26862.4336 eV. The value obtained for the highest occupied orbital energy is -12.511 eV. For the maximum force, the calculation gives 4.3 eV Å⁻¹.

CARTESIAN COORDINATES (ANGSTROEM)
N 1.8070 1.2902 -0.3685
H 0.1867 0.5595 1.4255
H 0.5303 2.0942 2.4352
C 1.8790 1.4320 0.9962
H -3.3171 -0.9399 -0.6384
H 1.1500 0.5569 -0.6236
S -1.0396 -0.2354 -0.4565
C -2.4114 -1.3251 -0.9580
S 0.2456 -1.8989 -0.3026
H -2.5279 -1.6189 -1.9781
H 2.8586 1.8817 1.4568
H -0.2966 -2.6128 -1.4018
H -2.3367 -2.3655 -0.5035
N 0.8186 1.2871 1.8243
H 2.4536 1.8947 -0.9067



[5]
This record from OMol25 describes a cluster of 2 separate species, C2H9N3 in total at a distorted geometry. The level of theory is ωB97M-V/def2-TZVPD.

As for the charge: 0. As for the structure (SMILES): C=N.NCN. For the LUMO energy, the calculation gives 0.0304 hartree. As for the total energy: -6687.8082 eV. The value obtained for the highest occupied orbital energy is -8.792 eV. For the maximum force, the calculation gives 3.7 eV Å⁻¹.

CARTESIAN COORDINATES (ANGSTROEM)
H 1.1530 0.6783 -0.7119
H 0.6065 1.1197 2.1263
H -3.4073 -0.8439 -1.1878
H 1.9389 -1.2466 1.0332
H -2.1561 0.4445 -1.6488
N 1.8510 -0.3859 1.5346
H 2.6311 0.2425 1.5769
H -0.6735 -1.4287 -1.7541
H 1.0137 2.0800 0.0155
C 0.6767 0.4264 1.2860
C -2.3915 -0.6274 -1.5391
N 0.6311 1.1426 0.0188
N -1.6239 -1.4562 -2.1215
H -0.2495 -0.1453 1.3716



[6]
This record from OMol25 describes a cluster of 2 separate species, C2H9N3O in total at a distorted geometry. The level of theory is ωB97M-V/def2-TZVPD.

As for the charge: -1. For the LUMO energy (spin up / spin down), the calculation gives 0.1508 / 0.1440 hartree. Its multiplicity is 2. As for the total energy: -8736.5121 eV. As for the expectation value of S²: 0.7504. The value obtained for the highest occupied orbital energy (spin up / spin down) is 0.699 / -4.958 eV. For the maximum force, the calculation gives 2.8 eV Å⁻¹.

CARTESIAN COORDINATES (ANGSTROEM)
C 0.1611 0.4946 -0.9313
H -0.8835 1.3779 2.0715
H 1.4377 -0.8675 -1.8222
H 0.2006 1.5555 -2.5669
N -0.0595 0.5500 0.3890
H 0.0680 -2.9627 1.6981
H 1.3542 -2.4516 1.0443
N -0.2725 1.4849 -1.6692
H -0.2130 2.5495 0.9660
O 0.3883 -2.5231 0.8829
H -0.1318 -0.3510 0.8592
H -0.0253 -1.4854 -0.9913
H -1.7405 1.7722 0.5060
C -0.7950 1.6298 1.0229
N 0.5113 -0.7732 -1.4590



[7]
This record from OMol25 describes a cluster of 2 separate species, C2H9N3O in total at a distorted geometry. The level of theory is ωB97M-V/def2-TZVPD.

As for the charge: 0. As for the structure (SMILES): NC=O.NCN. For the LUMO energy, the calculation gives 0.0324 hartree. As for the total energy: -8737.4746 eV. The value obtained for the highest occupied orbital energy is -8.990 eV. For the maximum force, the calculation gives 2.0 eV Å⁻¹.

CARTESIAN COORDINATES (ANGSTROEM)
C 2.0341 -1.1855 -0.6933
H 2.5642 -2.9781 -1.5015
H -3.9066 2.2591 0.2764
H 3.7250 -2.4655 -0.4334
H 1.0115 -1.4461 -0.9854
O -3.0471 1.7096 3.1232
H 1.9567 -0.6754 0.2704
H -3.0819 0.9100 0.9128
N 2.7450 -2.4217 -0.6667
H 3.4475 -0.0967 -1.7295
H 2.0582 -0.2286 -2.5387
N 2.4443 -0.1141 -1.6177
H -4.3579 3.0503 2.3536
C -3.7276 2.1545 2.2441
N -3.8654 1.5285 0.9857



[8]
This record from OMol25 describes a cluster of 2 separate species, C2H9N3O in total at a distorted geometry. The level of theory is ωB97M-V/def2-TZVPD.

As for the charge: 0. As for the structure (SMILES): [H]/N=C(/N)NC.O. For the LUMO energy, the calculation gives 0.0301 hartree. As for the total energy: -8735.7470 eV. The value obtained for the highest occupied orbital energy is -8.009 eV. For the maximum force, the calculation gives 4.0 eV Å⁻¹.

CARTESIAN COORDINATES (ANGSTROEM)
H -2.4965 -0.4354 -1.1946
H 0.8636 1.5762 2.7059
N 1.3555 -1.0602 0.7164
H -0.8033 1.2798 -0.0365
H -0.4750 -2.2226 -1.0456
H -1.7161 -0.8320 -2.6810
H 2.4535 1.4663 1.9945
O 1.5439 1.8756 1.9784
N -0.3889 -1.2227 -1.0628
C -1.5366 -0.4779 -1.6824
H 0.8682 1.3908 0.9402
N -0.1129 0.7399 0.5406
H 1.4686 -2.0910 0.6962
C 0.2617 -0.5654 0.1510
H -1.2857 0.5784 -2.0204



[9]
This record from OMol25 describes a structure of composition C2H9N3O at a distorted geometry. The level of theory is ωB97M-V/def2-TZVPD.

As for the charge: 0. For the LUMO energy, the calculation gives -0.0563 hartree. As for the total energy: -8733.0477 eV. The value obtained for the highest occupied orbital energy is -7.627 eV. For the maximum force, the calculation gives 5.5 eV Å⁻¹.

CARTESIAN COORDINATES (ANGSTROEM)
H -1.2320 1.7620 1.0683
N -0.5854 1.2294 0.4964
C -0.1649 0.0887 1.1600
H -0.9414 -0.4657 1.7013
H 0.2881 -0.7421 0.1716
H 0.6524 0.5884 -1.8460
N 0.9299 0.3152 1.9191
N 0.4339 -1.1523 -0.7734
H -1.0250 0.9762 -0.4527
H 0.0350 -0.8768 -2.7206
H 1.4661 -0.5369 2.1271
H 1.5116 0.9849 1.4167
C -0.0847 -0.2336 -1.8099
H 0.0431 -2.1060 -0.8155
O -1.3267 0.1686 -1.6423



[10]
This record from OMol25 describes a cluster of 2 separate species, C2H9N3O in total at a distorted geometry. The level of theory is ωB97M-V/def2-TZVPD.

As for the charge: +1. For the LUMO energy (spin up / spin down), the calculation gives -0.1559 / -0.3271 hartree. Its multiplicity is 2. As for the total energy: -8727.9740 eV. As for the expectation value of S²: 0.7732. The value obtained for the highest occupied orbital energy (spin up / spin down) is -13.401 / -13.401 eV. For the maximum force, the calculation gives 3.1 eV Å⁻¹.

CARTESIAN COORDINATES (ANGSTROEM)
H 0.8539 0.5959 2.7980
N -0.4050 1.0457 1.2693
H 1.8772 2.0097 -0.5590
H 0.4665 2.3390 2.5838
C 0.3065 1.2827 0.1279
H -0.0112 -5.1095 -2.7961
N -0.4131 1.6305 -0.9972
H -0.7092 1.2955 3.3375
H -0.9351 0.1745 1.1661
H -1.2643 2.1609 -0.7417
C 0.0945 1.3374 2.5544
H -1.5393 -4.8919 -2.3836
H 0.1159 2.2168 -1.7415
O -0.8536 -5.5447 -2.6147
N 1.6135 1.3019 0.1794



[11]
This record from OMol25 describes the ion C2H9N3O with charge +2 at a distorted geometry. The level of theory is ωB97M-V/def2-TZVPD.

As for the charge: +2. As for the structure (SMILES): N/C(C[NH3+])=[NH+]\O. For the LUMO energy, the calculation gives -0.3086 hartree. As for the total energy: -8717.8036 eV. The value obtained for the highest occupied orbital energy is -19.100 eV. For the maximum force, the calculation gives 2.6 eV Å⁻¹.

CARTESIAN COORDINATES (ANGSTROEM)
N 0.7048 -1.4770 0.7547
O -2.0159 2.0575 -0.2460
H -0.1182 -1.9737 0.2303
N -0.9643 0.0328 -1.4507
H -0.6211 -0.5407 -2.2342
H 1.7116 -1.7727 0.6590
H 0.3306 -1.4398 1.7549
H -0.5354 2.0457 1.1028
H -1.8900 0.5045 -1.5292
N -0.8907 1.5673 0.2733
H -2.2884 2.8333 0.2905
H 1.6446 -0.1193 -0.8634
C 0.9968 -0.0890 0.0984
C -0.3502 0.5502 -0.4045
H 1.5418 0.5247 0.8889



[12]
This record from OMol25 describes the molecule C2H9N3O2S at a distorted geometry. The level of theory is ωB97M-V/def2-TZVPD.

As for the charge: 0. As for the structure (SMILES): CN(CN)S(N)(=O)=O. For the LUMO energy, the calculation gives 0.0181 hartree. As for the total energy: -21618.6962 eV. The value obtained for the highest occupied orbital energy is -9.149 eV. For the maximum force, the calculation gives 6.3 eV Å⁻¹.

CARTESIAN COORDINATES (ANGSTROEM)
O -2.4046 -0.8822 -0.0769
H 1.8907 0.7892 -0.4572
S -1.5913 0.2579 -0.3922
H -1.0062 -0.0839 2.0759
C 0.9145 0.9177 -0.8628
H -0.8567 1.1780 -2.3542
N 0.1033 -0.2463 -0.5044
H -2.1538 0.0341 -2.5194
C 0.5364 -0.8292 0.8190
H 0.2656 -1.9136 0.6887
H 1.0002 1.0272 -1.9333
N 0.0285 -0.0765 1.9102
O -1.6150 1.4013 0.4775
H 0.2966 0.8257 1.7273
N -1.7503 0.6782 -1.9809
H 1.6501 -0.8313 0.9094
H 0.4578 1.8130 -0.4427